(1)
{
  "formula": "C25H33N3O5S",
  "method": "ωB97M-V/def2-TZVPD",
  "de_lowest_kj_mol": 368.81,
  "energy_ev": -52002.1922,
  "e_homo_ev": -7.9,
  "symbols": ["C", "O", "C", "C", "C", "C", "C", "C", "C", "O", "N", "C", "C", "C", "S", "O", "O", "N", "C", "C", "C", "C", "O", "N", "C", "C", "C", "C", "C", "C", "C", "C", "C", "C", "H", "H", "H", "H", "H", "H", "H", "H", "H", "H", "H", "H", "H", "H", "H", "H", "H", "H", "H", "H", "H", "H", "H", "H", "H", "H", "H", "H", "H", "H", "H", "H", "H"],
  "positions_angstrom": [[7.567, 4.302, 0.206], [6.444, 3.858, -0.517], [5.795, 2.743, -0.098], [6.148, 1.979, 1.012], [5.407, 0.863, 1.341], [4.300, 0.464, 0.586], [3.564, -0.711, 0.984], [2.516, -1.251, 0.336], [1.823, -2.410, 0.797], [2.181, -3.073, 1.909], [1.336, -4.120, 2.103], [0.459, -4.120, 1.131], [-0.614, -5.137, 1.019], [0.716, -3.036, 0.254], [-0.120, -2.477, -1.197], [0.824, -2.392, -2.272], [-1.290, -3.294, -1.394], [-0.480, -0.917, -0.718], [-0.557, 0.071, -1.775], [-1.904, 0.041, -2.497], [-3.085, 0.155, -1.521], [-3.169, 1.563, -0.928], [-2.227, 2.338, -0.982], [-4.331, 1.963, -0.355], [-5.535, 1.183, -0.204], [-5.787, 0.748, 1.249], [-6.530, 1.796, 2.071], [-5.752, 3.099, 2.224], [-5.523, 3.828, 0.899], [-4.309, 3.347, 0.118], [-2.934, -0.924, -0.438], [-1.564, -0.823, 0.233], [3.957, 1.243, -0.528], [4.687, 2.357, -0.861], [7.305, 4.559, 1.237], [7.913, 5.196, -0.310], [8.365, 3.554, 0.208], [6.996, 2.247, 1.623], [5.692, 0.280, 2.205], [3.900, -1.190, 1.896], [2.123, -0.851, -0.584], [-1.303, -4.848, 0.231], [-1.137, -5.236, 1.967], [-0.177, -6.104, 0.775], [0.248, -0.153, -2.474], [-0.399, 1.055, -1.327], [-1.937, 0.861, -3.215], [-1.991, -0.906, -3.035], [-3.999, -0.034, -2.094], [-5.464, 0.297, -0.832], [-6.388, 1.766, -0.563], [-4.829, 0.529, 1.726], [-6.376, -0.171, 1.240], [-6.730, 1.384, 3.063], [-7.495, 2.004, 1.602], [-4.788, 2.898, 2.696], [-6.315, 3.754, 2.892], [-6.426, 3.779, 0.288], [-5.339, 4.884, 1.110], [-4.167, 3.994, -0.756], [-3.413, 3.464, 0.739], [-3.714, -0.841, 0.318], [-3.008, -1.906, -0.909], [-1.435, -1.634, 0.954], [-1.461, 0.135, 0.753], [3.106, 0.971, -1.132], [4.425, 2.960, -1.716]],
  "forces_ev_per_angstrom": [[0.20, 0.07, 0.14], [-0.29, -0.14, -0.16], [-0.13, -0.21, 0.07], [0.27, 0.41, -0.13], [-0.40, -0.21, -0.21], [0.45, 0.50, -0.02], [-0.65, -0.56, -0.15], [0.76, 0.43, 0.36], [-0.80, -0.64, -0.15], [0.31, 0.94, -0.73], [-0.83, -1.07, 0.23], [0.32, 0.28, 0.10], [-0.04, -0.19, 0.13], [0.36, 0.55, -0.09], [0.36, -0.01, 0.65], [0.06, 0.26, -0.06], [0.10, 0.09, 0.18], [0.42, -0.95, -0.35], [0.15, 0.29, -0.68], [0.01, 0.25, 0.18], [0.04, -0.03, -0.20], [-0.27, -0.37, -0.25], [0.34, 0.15, -0.07], [-0.10, 0.35, 0.15], [-0.04, -0.42, 0.16], [-0.32, 0.12, -0.10], [0.32, -0.07, 0.13], [-0.34, 0.03, -0.12], [0.19, -0.20, 0.11], [0.16, 0.40, -0.05], [-0.01, 0.09, 0.02], [-0.49, -0.21, 0.42], [0.15, -0.05, 0.20], [0.14, 0.15, -0.01], [0.01, -0.03, -0.04], [0.01, -0.07, 0.07], [-0.04, 0.02, 0.01], [0.07, 0.05, 0.03], [0.01, -0.07, 0.08], [0.01, -0.06, 0.08], [0.08, 0.13, -0.07], [-0.05, -0.11, 0.08], [-0.06, -0.03, 0.03], [-0.03, -0.07, -0.04], [-0.03, 0.21, -0.02], [0.04, -0.19, -0.04], [0.00, -0.05, -0.05], [-0.05, 0.02, -0.06], [0.07, 0.01, 0.10], [-0.01, 0.11, -0.01], [0.02, -0.12, -0.06], [0.04, -0.09, -0.02], [0.03, -0.07, 0.01], [-0.09, 0.00, -0.01], [-0.08, 0.00, 0.01], [0.07, 0.03, 0.09], [0.07, 0.01, 0.06], [-0.08, 0.10, -0.02], [-0.01, -0.01, -0.10], [0.08, -0.02, 0.15], [-0.12, 0.09, -0.09], [-0.05, -0.03, 0.04], [-0.13, 0.09, 0.08], [-0.10, 0.15, 0.16], [0.06, -0.09, 0.04], [-0.11, 0.00, -0.10], [-0.04, 0.06, -0.11]]
}



(2)
{
  "formula": "C25H33N3O8S2",
  "method": "ωB97M-V/def2-TZVPD",
  "de_lowest_kj_mol": 0.00,
  "energy_ev": -68981.5134,
  "e_homo_ev": -9.0,
  "symbols": ["C", "C", "N", "C", "C", "S", "O", "O", "C", "C", "C", "C", "C", "C", "N", "C", "O", "C", "O", "C", "O", "C", "C", "C", "C", "C", "C", "S", "O", "O", "N", "C", "C", "O", "C", "C", "C", "C", "H", "H", "H", "H", "H", "H", "H", "H", "H", "H", "H", "H", "H", "H", "H", "H", "H", "H", "H", "H", "H", "H", "H", "H", "H", "H", "H", "H", "H", "H", "H", "H", "H"],
  "positions_angstrom": [[-0.479, 6.056, 1.973], [-0.066, 4.688, 1.440], [1.134, 4.208, 2.083], [2.413, 4.793, 1.739], [3.022, 5.526, 2.929], [1.223, 2.642, 2.594], [2.181, 2.568, 3.657], [-0.112, 2.171, 2.845], [1.862, 1.703, 1.203], [2.970, 0.892, 1.345], [3.360, 0.100, 0.277], [2.669, 0.114, -0.926], [3.070, -0.800, -2.042], [1.561, 0.965, -1.053], [0.837, 0.983, -2.255], [0.064, 1.988, -2.732], [-0.002, 3.107, -2.281], [-0.750, 1.542, -3.961], [-1.152, 0.194, -3.753], [-2.462, -0.072, -3.575], [-3.353, 0.662, -3.910], [-2.632, -1.362, -2.862], [-3.834, -2.065, -2.895], [-3.989, -3.208, -2.131], [-2.972, -3.674, -1.297], [-3.151, -4.874, -0.434], [-1.780, -2.957, -1.280], [-0.387, -3.408, -0.243], [0.684, -2.498, -0.566], [-0.104, -4.809, -0.358], [-1.043, -3.146, 1.274], [-1.186, -1.745, 1.634], [0.116, -1.173, 2.202], [0.594, -1.964, 3.267], [0.826, -3.291, 2.854], [-0.467, -3.936, 2.349], [-1.607, -1.827, -2.046], [1.155, 1.746, 0.021], [-1.425, 6.351, 1.528], [-0.593, 6.013, 3.052], [0.268, 6.807, 1.729], [0.065, 4.735, 0.349], [-0.839, 3.955, 1.676], [3.090, 3.989, 1.424], [2.276, 5.471, 0.892], [2.374, 6.337, 3.248], [3.135, 4.825, 3.752], [3.995, 5.930, 2.663], [3.493, 0.883, 2.287], [4.215, -0.552, 0.382], [4.062, -1.204, -1.861], [2.370, -1.636, -2.080], [3.075, -0.288, -3.003], [0.863, 0.126, -2.792], [-1.623, 2.190, -4.081], [-0.133, 1.590, -4.863], [-4.636, -1.703, -3.519], [-4.924, -3.748, -2.168], [-3.234, -4.563, 0.607], [-2.276, -5.515, -0.507], [-4.043, -5.428, -0.713], [-1.484, -1.194, 0.741], [-1.982, -1.676, 2.383], [-0.043, -0.170, 2.603], [0.867, -1.136, 1.399], [1.212, -3.821, 3.726], [1.573, -3.312, 2.045], [-0.277, -4.933, 1.952], [-1.202, -3.988, 3.157], [-0.666, -1.310, -1.972], [0.284, 2.372, -0.059]],
  "forces_ev_per_angstrom": [[0.12, -0.30, -0.09], [-0.62, 0.15, -0.12], [0.01, -1.13, 0.36], [0.60, 0.25, 0.28], [0.01, -0.09, -0.23], [-0.15, 0.05, -0.08], [0.27, 0.02, -0.26], [-0.07, 0.20, -0.22], [-0.08, 0.19, 0.46], [0.08, 0.08, 0.18], [-0.16, 0.08, 0.00], [-0.02, 0.11, 0.02], [-0.07, 0.01, 0.08], [0.20, 0.20, 0.44], [0.34, -0.57, 0.04], [-0.35, -0.16, -0.59], [-0.03, 0.20, 0.07], [-0.17, 0.56, 0.05], [0.26, -0.14, -0.22], [-0.38, 0.08, 0.01], [0.12, -0.12, -0.01], [0.04, -0.27, 0.25], [0.21, 0.24, -0.06], [0.13, -0.04, 0.07], [-0.10, -0.03, -0.01], [-0.15, -0.23, 0.01], [0.48, 0.07, 0.28], [-0.47, 0.01, 0.04], [-0.19, 0.14, 0.09], [-0.11, -0.11, 0.11], [0.26, -0.27, -1.04], [0.22, 0.62, 0.17], [-0.18, 0.23, -0.26], [-0.01, -0.08, 0.23], [-0.13, -0.23, 0.02], [0.52, -0.29, 0.25], [0.00, 0.18, -0.22], [-0.11, 0.00, -0.16], [-0.07, 0.09, -0.06], [-0.03, 0.03, 0.12], [0.06, 0.15, -0.01], [0.00, -0.09, 0.08], [-0.07, 0.15, -0.19], [0.05, 0.19, -0.15], [-0.05, -0.14, -0.02], [-0.06, 0.12, 0.05], [0.06, 0.03, 0.09], [0.12, 0.08, 0.02], [0.12, -0.05, 0.09], [0.09, -0.07, 0.00], [0.05, -0.04, -0.03], [0.01, -0.09, -0.14], [0.03, 0.01, -0.10], [-0.12, 0.18, 0.06], [0.23, -0.08, 0.07], [-0.08, -0.04, 0.10], [-0.10, 0.04, -0.04], [-0.07, -0.07, 0.01], [-0.03, -0.03, 0.09], [-0.10, -0.12, 0.03], [-0.05, -0.03, 0.00], [-0.11, 0.19, 0.10], [0.00, 0.00, -0.10], [-0.03, -0.13, -0.12], [-0.06, 0.07, 0.12], [0.01, -0.05, -0.11], [0.01, -0.02, 0.11], [-0.01, -0.06, 0.23], [0.02, 0.00, -0.08], [0.00, 0.11, -0.06], [-0.12, 0.07, -0.10]]
}



(3)
{
  "formula": "C25H33O2Tl",
  "method": "ωB97M-V/def2-TZVPD",
  "de_lowest_kj_mol": 260.33,
  "energy_ev": -35238.3384,
  "e_homo_ev": [-5.9, -5.8],
  "symbols": ["O", "C", "C", "H", "H", "C", "H", "H", "C", "H", "H", "H", "C", "H", "H", "H", "Tl", "C", "C", "C", "H", "C", "C", "H", "H", "H", "H", "C", "C", "C", "H", "C", "C", "H", "H", "H", "H", "O", "C", "C", "H", "H", "C", "H", "H", "C", "H", "H", "H", "H", "C", "C", "C", "C", "C", "C", "H", "H", "H", "H", "H"],
  "positions_angstrom": [[-0.185, 0.856, -6.374], [-0.285, 2.059, -7.201], [-0.151, 1.314, -8.496], [0.529, 2.770, -6.960], [-1.275, 2.519, -7.073], [-0.024, 0.079, -7.599], [0.744, 1.473, -9.086], [-1.068, 1.254, -9.094], [1.241, -0.647, -7.973], [2.138, -0.033, -7.981], [1.062, -0.953, -9.018], [1.424, -1.558, -7.394], [-1.208, -0.817, -7.869], [-2.080, -0.217, -8.114], [-1.425, -1.528, -7.051], [-0.938, -1.394, -8.785], [-1.761, 1.902, -3.749], [-2.305, -0.392, 1.318], [-2.663, 0.972, 1.509], [-3.270, 1.447, 0.312], [-2.489, 1.542, 2.419], [-3.255, 0.388, -0.641], [-2.646, -0.744, -0.018], [-2.491, -1.710, -0.475], [-1.853, -1.043, 2.069], [-3.709, 2.430, 0.152], [-3.699, 0.412, -1.643], [1.270, -1.591, 1.335], [0.353, -2.231, 0.461], [0.666, -1.854, -0.866], [-0.456, -2.901, 0.765], [1.814, -1.006, -0.830], [2.170, -0.821, 0.541], [2.959, -0.180, 0.904], [1.297, -1.679, 2.422], [0.132, -2.172, -1.766], [2.358, -0.591, -1.673], [2.652, -0.297, -5.607], [1.668, -0.985, -4.780], [0.745, 0.030, -4.055], [2.153, -1.484, -3.908], [1.091, -1.751, -5.334], [1.486, 1.365, -4.198], [0.743, -0.286, -3.005], [-0.299, -0.053, -4.435], [2.628, 1.092, -5.188], [1.857, 1.668, -3.207], [0.940, 2.225, -4.620], [3.588, 1.369, -4.722], [2.452, 1.762, -6.046], [2.284, 3.118, 2.722], [1.311, 2.129, 2.880], [0.528, 1.714, 1.760], [0.830, 2.344, 0.600], [1.750, 3.278, 0.329], [2.514, 3.698, 1.468], [2.885, 3.409, 3.592], [1.124, 1.657, 3.848], [-0.213, 0.932, 1.830], [1.942, 3.697, -0.663], [3.279, 4.469, 1.373]],
  "forces_ev_per_angstrom": [[0.28, 0.56, -1.24], [-0.09, 0.80, 0.90], [-0.20, -0.37, -0.17], [-0.45, -0.20, -0.06], [0.29, 0.18, 0.15], [-0.65, -0.50, -1.63], [-0.11, 0.39, -0.14], [0.50, 0.42, -0.08], [0.49, -0.65, 0.08], [-0.06, 0.04, 0.26], [0.14, 0.08, 0.34], [0.05, 0.21, -0.13], [0.06, -1.08, -0.09], [-0.30, -0.12, 0.30], [0.08, 0.31, -0.35], [-0.52, 0.23, 0.68], [-0.14, -0.28, 0.71], [-0.25, 0.30, -0.85], [-0.50, -0.08, -0.70], [0.50, -0.18, 0.45], [-0.21, -0.08, -0.23], [0.53, -0.05, -0.05], [0.15, 0.43, 0.48], [-0.09, -0.09, -0.03], [-0.15, 0.19, -0.30], [0.13, -0.17, 0.11], [-0.10, -0.11, 0.40], [-0.06, -0.23, -0.44], [0.52, 0.37, 2.35], [2.35, 1.78, -1.92], [0.33, 0.34, -0.15], [-2.04, -1.42, -0.79], [-0.98, -0.89, 0.86], [0.02, -0.06, 0.04], [-0.08, 0.07, -0.44], [0.23, 0.10, 0.42], [-0.19, -0.05, 0.15], [-1.50, 0.69, 1.58], [0.27, -0.24, 0.95], [-0.18, -0.60, 0.21], [0.26, -0.09, -1.02], [0.54, 0.50, -0.03], [0.02, 0.00, 0.30], [-0.30, 0.31, -0.23], [0.82, 0.23, 0.13], [0.42, 0.17, -0.15], [0.02, -0.03, -0.35], [-0.29, -0.39, 0.32], [-0.14, -0.26, -0.31], [0.39, -0.55, -0.13], [0.05, -0.02, -0.18], [-0.74, -0.39, -0.78], [0.98, 0.28, 1.53], [-1.06, -0.85, -0.89], [1.69, 1.34, 1.02], [-0.36, -0.28, -0.38], [-0.24, 0.01, -0.44], [0.15, 0.20, -0.26], [-0.07, 0.06, -0.03], [-0.10, -0.09, 0.35], [-0.16, -0.18, -0.08]]
}